Formula: C16H32AgF4Li2O12P2S4
Source: OMol25
Level of theory: ωB97M-V/def2-TZVPD

CARTESIAN COORDINATES (ANGSTROEM)
Li1 -5.89765 16.42525 -8.96028
Li2 -8.07119 11.88543 -8.85958
Ag1 -11.11244 14.93201 -7.45817
O1 -6.65153 12.58437 -9.95936
P1 -5.37234 13.33277 -10.16797
O2 -5.23068 14.75016 -9.69547
F1 -4.92706 13.22116 -11.65401
F2 -4.20009 12.51482 -9.51800
O3 -7.54911 13.06518 -7.30795
P2 -7.63825 14.48251 -6.84191
O4 -7.07429 15.62734 -7.57138
F3 -7.20062 14.52072 -5.33563
F4 -9.20310 14.82696 -6.56253
C1 -10.61955 18.18417 -11.58411
C2 -10.88550 18.80268 -10.17930
C3 -9.56397 18.89107 -9.40272
S1 -8.76366 17.32263 -9.85423
O5 -9.49385 16.25694 -9.19046
O6 -7.32105 17.38666 -9.76978
C4 -9.30557 17.42339 -11.61537
H1 -10.64059 18.92439 -12.38137
H2 -11.47115 17.54115 -11.81465
H3 -11.59289 18.21449 -9.60297
H4 -11.23625 19.80710 -10.40584
H5 -9.72667 18.99633 -8.33175
H6 -8.93652 19.72902 -9.70498
H7 -9.35287 16.36537 -11.86599
H8 -8.52064 17.97379 -12.12591
C5 -4.53775 17.39804 -4.04303
C6 -3.15233 17.71031 -4.64385
C7 -3.34729 18.61753 -5.88125
S2 -5.08366 18.39675 -6.41283
O7 -5.11431 17.71667 -7.70927
O8 -5.85761 19.63232 -6.30184
C8 -5.52923 17.20460 -5.17403
H9 -4.81239 18.22179 -3.38419
H10 -4.44888 16.47417 -3.47076
H11 -2.56668 16.85129 -4.97359
H12 -2.52627 18.20693 -3.90415
H13 -2.76904 18.23396 -6.71767
H14 -3.15800 19.66051 -5.64696
H15 -5.28269 16.26529 -5.67440
H16 -6.60329 17.29736 -5.04355
C9 -4.04488 11.04466 -4.94269
C10 -3.71350 11.89183 -3.70352
C11 -3.92168 13.35645 -4.02469
S3 -3.34539 13.56367 -5.75141
O9 -1.92049 13.80319 -5.77469
O10 -4.31627 14.40663 -6.42678
C12 -3.65936 11.84295 -6.21906
H17 -5.10332 10.78975 -5.00168
H18 -3.53227 10.08590 -4.88094
H19 -2.69146 11.67217 -3.39706
H20 -4.38763 11.61296 -2.89203
H21 -3.49587 14.16161 -3.43154
H22 -4.98720 13.56648 -4.15689
H23 -2.91813 11.47437 -6.92129
H24 -4.58637 11.93567 -6.78947
C13 -9.73569 10.63589 -4.26666
C14 -8.89912 11.86590 -3.86851
C15 -9.80313 13.03964 -3.51015
S4 -11.43255 12.68491 -4.30202
O11 -11.73024 13.69077 -5.30865
O12 -12.35570 12.45692 -3.24138
C16 -10.90813 11.11874 -5.10859
H25 -10.14896 10.09063 -3.41313
H26 -9.01055 9.94551 -4.69835
H27 -8.14416 12.01997 -4.63741
H28 -8.41155 11.53160 -2.94930
H29 -9.42360 14.03246 -3.73033
H30 -9.93084 13.00997 -2.42906
H31 -10.50138 11.39523 -6.08495
H32 -11.73431 10.42083 -5.20354

For the frontier orbital gap, the calculation gives 7.9 eV. Its charge is +1. Its energy is -118884.5504 eV. As for the LUMO energy: -0.1581 Ha. The value obtained for the relative energy (zero: lowest compared OMol25 entry of this formula, charge and spin) is 0.00 kJ/mol.

Mulliken population analysis, charges in e, atoms 1 to 8: Li 1.114; Li 0.889; Ag 0.734; O -0.658; P 0.434; O -0.528; F -0.210; F -0.211

Formula: C5H11LuMgO4
Source: OMol25
Level of theory: ωB97M-V/def2-TZVPD

CARTESIAN COORDINATES (ANGSTROEM)
O1 1.40879 -0.57678 0.88322
C1 1.08191 -1.93460 0.92912
C2 0.13815 -2.37633 -0.18442
O2 -1.14111 -1.78865 -0.16508
C3 -1.32904 -0.59080 -0.96158
C4 -2.46852 0.17949 -0.35706
O3 -1.90621 1.04042 0.67250
C5 -2.80152 1.89915 1.33930
Lu1 0.15580 0.81778 0.14329
H1 0.63938 -2.20414 1.90705
H2 1.99033 -2.56211 0.84895
H3 -0.00069 -3.46759 -0.11595
H4 0.61291 -2.13736 -1.15383
H5 -1.55301 -0.85262 -2.00633
H6 -3.22396 -0.45156 0.14437
H7 -2.95092 0.82687 -1.10704
H8 -2.22295 2.51984 2.03207
H9 -3.32391 2.54937 0.62002
H10 -3.52882 1.29847 1.90672
Mg1 2.94491 0.62309 0.56347
O4 1.66647 1.40098 -0.74880
H11 1.71919 1.53833 -1.78182

For the frontier orbital gap (alpha / beta), the calculation gives 6.1 / 7.4 eV. Its charge is +1. As for the multiplicity: 2. Its energy is -52612.1172 eV. As for the LUMO energy (alpha / beta): -0.1374 / -0.1597 Ha. The value obtained for the relative energy (zero: lowest compared OMol25 entry of this formula, charge and spin) is 0.00 kJ/mol.

Mulliken population analysis, charges in e, atoms 1 to 8: O -0.678; C -0.287; C -0.638; O -0.316; C -0.635; C -0.574; O -0.315; C -0.656

Formula: C7H6O2P2
Source: OMol25
Level of theory: ωB97M-V/def2-TZVPD

CARTESIAN COORDINATES (ANGSTROEM)
C1 0.51968 2.17306 1.31120
C2 1.23744 1.92602 0.15355
C3 -0.44132 1.26870 1.73240
C4 0.99884 0.77995 -0.58402
C5 -0.68117 0.12369 0.99741
C6 0.03623 -0.13005 -0.16587
C7 -0.23646 -1.37024 -0.94524
O1 0.44652 -3.96572 -0.76432
O2 -2.08997 -2.18022 -2.71848
P1 0.06648 -2.90116 0.14777
P2 -2.06151 -1.40321 -1.49141
H1 0.70903 3.06844 1.88363
H2 1.98770 2.62751 -0.17944
H3 -1.00389 1.45665 2.63456
H4 1.56102 0.59013 -1.48739
H5 -1.43011 -0.58541 1.32171
H6 0.38149 -1.47813 -1.84604

For the frontier orbital gap, the calculation gives 7.3 eV. Its structure (SMILES) is O=PC(P=O)c1ccccc1. Its energy is -30028.3838 eV. As for the LUMO energy: -0.0574 Ha.

natural (NBO) population analysis, charges in e, atoms 1 to 8: C -0.218; C -0.190; C -0.210; C -0.217; C -0.197; C -0.062; C -1.043; O -0.959

Formula: C16H23N3OS
Source: OMol25
Level of theory: ωB97M-V/def2-TZVPD

CARTESIAN COORDINATES (ANGSTROEM)
C1 -0.86709 -2.38093 -1.43578
H1 -1.41670 -3.31614 -1.37342
H2 -0.27732 -2.38855 -2.34894
C2 -1.81977 -1.18965 -1.44188
N1 -2.43813 -1.00324 -0.14453
C3 -3.32476 -2.09714 0.24024
C4 -4.39870 -1.45719 1.11279
H3 -5.31211 -2.04772 1.14043
H4 -4.03408 -1.33066 2.13216
C5 -4.58541 -0.10040 0.44133
H5 -5.02239 0.64748 1.09931
H6 -5.22123 -0.20272 -0.43880
C6 -3.15801 0.26311 0.01666
C7 -2.46634 1.10835 1.10508
N2 -1.08919 1.38542 0.78624
C8 -0.71420 2.41799 0.02057
S1 -1.76415 3.59048 -0.49487
N3 0.60872 2.58161 -0.29465
C9 1.70549 1.74644 -0.15220
C10 2.96697 2.33865 -0.02477
C11 4.10259 1.57118 0.10518
C12 4.02027 0.17756 0.10454
C13 2.76352 -0.40880 -0.05836
C14 1.62321 0.35195 -0.19019
H7 0.68119 -0.13848 -0.37451
H8 2.70716 -1.48669 -0.09167
C15 5.19065 -0.71828 0.24936
O1 5.06101 -1.92306 0.28881
C16 6.54912 -0.06669 0.34583
H9 7.31002 -0.83883 0.42464
H10 6.59566 0.57238 1.22502
H11 6.73984 0.53847 -0.53759
H12 5.05458 2.06642 0.21196
H13 3.04149 3.41671 -0.02374
H14 0.80780 3.51339 -0.63781
H15 -0.41100 0.68649 1.04459
H16 -2.48862 0.57522 2.05578
H17 -2.98946 2.06305 1.20127
H18 -3.15048 0.84504 -0.91166
H19 -2.75843 -2.86587 0.77108
H20 -3.78928 -2.55779 -0.64615
H21 -1.26275 -0.27908 -1.68124
H22 -2.57508 -1.33500 -2.23668
H23 -0.19467 -2.32447 -0.58342

For the frontier orbital gap, the calculation gives 8.3 eV. Its structure (SMILES) is CCN1CCC[C@H]1CNC(=S)Nc1ccc(C(C)=O)cc1. Its energy is -34319.0774 eV. As for the LUMO energy: 0.0015 Ha. The value obtained for the relative energy (zero: lowest compared OMol25 entry of this formula, charge and spin) is 107.32 kJ/mol.

natural (NBO) population analysis, charges in e, atoms 1 to 8: C -0.618; H 0.208; H 0.216; C -0.203; N -0.470; C -0.219; C -0.412; H 0.218

Formula: C6H11NO
Source: OMol25
Level of theory: ωB97M-V/def2-TZVPD

CARTESIAN COORDINATES (ANGSTROEM)
C1 1.80043 1.02519 -0.38832
C2 1.24057 -2.03594 0.41027
C3 -1.53515 1.66952 0.40750
C4 -1.05421 -0.84480 -0.08192
C5 0.30391 -0.90821 0.05154
C6 -0.99807 0.58749 -0.49933
O1 -1.99902 -1.74832 -0.16193
N1 0.53915 0.38537 -0.13758
H1 -2.86055 -1.31332 -0.07518
H2 -1.17227 0.79121 -1.56391
H3 1.65340 2.09383 -0.56775
H4 2.47781 0.90558 0.46634
H5 2.28261 0.58411 -1.26851
H6 1.08693 -2.34657 1.44889
H7 0.98201 -2.91693 -0.18628
H8 2.29261 -1.79594 0.24504
H9 -2.62430 1.74159 0.31106
H10 -1.29191 1.47952 1.45688
H11 -1.12397 2.64663 0.13319

For the frontier orbital gap, the calculation gives 6.9 eV. Its structure (SMILES) is CC1=C(O)[C@@H](C)N1C. Its energy is -9935.2085 eV. As for the LUMO energy: 0.0280 Ha. The value obtained for the relative energy (zero: lowest compared OMol25 entry of this formula, charge and spin) is 313.19 kJ/mol.

natural (NBO) population analysis, charges in e, atoms 1 to 8: C -0.401; C -0.662; C -0.622; C 0.135; C 0.134; C -0.049; O -0.664; N -0.429

Formula: C31H51N3O15
Source: OMol25
Level of theory: ωB97M-V/def2-TZVPD

CARTESIAN COORDINATES (ANGSTROEM)
C1 3.48186 1.32638 -1.72949
C2 2.88100 1.89432 -2.99938
C3 3.13850 1.03507 -4.17533
O1 1.87622 0.81255 -4.72994
C4 0.94677 1.46139 -3.94658
O2 -0.29359 1.60603 -4.04331
O3 1.48665 1.96273 -2.91379
H1 4.51276 0.97541 -1.99816
H2 2.77503 0.64494 -1.37048
H3 3.69325 2.05156 -0.87801
H4 3.28285 2.88961 -3.07285
H5 3.65404 0.13336 -3.86534
H6 3.78332 1.64759 -4.80175
C5 -0.22468 -5.04000 0.15564
C6 -0.93583 -3.79732 -0.31524
C7 -2.46271 -3.87528 -0.19129
O4 -2.70169 -3.23613 1.06479
C8 -1.65868 -2.47112 1.37630
O5 -1.67416 -1.67132 2.27130
O6 -0.66347 -2.71780 0.49291
H7 -0.48116 -5.95217 -0.36639
H8 -0.25377 -5.28553 1.29749
H9 0.89036 -4.96305 -0.04321
H10 -0.72011 -3.57230 -1.40122
H11 -3.06232 -4.78459 -0.41568
H12 -2.71733 -3.11057 -0.97479
C9 1.27603 3.86911 -0.74005
C10 0.20292 4.86406 -0.88274
C11 -0.86815 4.58617 -2.00338
O7 -1.99380 3.96697 -1.33059
C12 -1.71552 3.97438 0.05897
O8 -2.44943 3.49140 0.90397
O9 -0.60796 4.77042 0.26895
H13 1.92883 3.96208 -1.64474
H14 0.91168 2.80333 -0.70342
H15 1.82740 4.03502 0.19385
H16 0.59599 5.85025 -0.86523
H17 -0.36971 3.95596 -2.70198
H18 -1.11174 5.55023 -2.47693
C13 2.01675 0.12405 1.06614
C14 1.63010 -0.49347 2.34937
C15 2.21988 -1.79205 2.66526
O10 2.46274 -1.73184 4.05090
C16 2.32872 -0.47884 4.43759
O11 2.59804 -0.09528 5.55240
O12 2.02512 0.21296 3.37757
H19 1.57308 1.11014 0.86217
H20 1.71207 -0.53317 0.22126
H21 3.06071 0.07134 0.98951
H22 0.58709 -0.64004 2.40915
H23 3.05097 -2.02732 2.00254
H24 1.41065 -2.49438 2.68856
C17 0.14754 -1.97169 -3.50837
O13 0.20932 -1.21196 -2.30143
C18 -0.85649 -0.66657 -1.74866
O14 -2.21349 -0.78755 -2.26502
O15 -0.65051 -0.05231 -0.65391
C19 -1.63602 0.86255 -0.17864
H25 0.93674 -1.65566 -4.21315
H26 -0.82629 -1.78856 -3.99091
H27 0.18814 -3.04327 -3.48945
H28 -2.42655 0.28767 0.32553
H29 -2.13073 1.22304 -1.07263
H30 -1.13099 1.59549 0.49201
C20 -0.58840 2.16186 3.08758
C21 0.03828 2.52080 4.40384
C22 -0.51367 1.71468 5.52982
C23 -1.91367 1.92696 5.90821
N1 -2.98162 2.14485 6.10253
H31 -1.70217 2.04473 3.23493
H32 -0.22102 1.18009 2.68754
H33 -0.32528 2.98155 2.41595
H34 -0.25996 3.60648 4.48313
H35 1.10135 2.51693 4.42022
H36 0.04236 1.78058 6.46084
H37 -0.44971 0.62707 5.28994
C24 2.33496 -3.30037 -1.37103
C25 3.17758 -2.07547 -1.84043
C26 4.18084 -2.38453 -2.91177
C27 3.44697 -3.07135 -3.96683
N2 2.82628 -3.61345 -4.79117
H38 1.77903 -3.83747 -2.07115
H39 1.69225 -2.97436 -0.59405
H40 2.88051 -4.06131 -0.95098
H41 3.74002 -1.70620 -0.99273
H42 2.46317 -1.28292 -2.04746
H43 4.96367 -3.03542 -2.58034
H44 4.69339 -1.43957 -3.26215
C28 -5.03701 1.62184 0.96446
C29 -5.63207 0.24074 1.16194
C30 -4.78986 -0.92316 1.08184
C31 -5.67298 -2.13494 1.16465
N3 -6.28156 -3.12269 1.22361
H45 -5.67072 2.43306 1.39743
H46 -4.95398 1.75770 -0.17123
H47 -4.01032 1.53478 1.35359
H48 -6.44357 0.10386 0.53020
H49 -6.09211 0.32612 2.12506
H50 -3.93180 -1.06449 1.84315
H51 -4.35544 -0.86335 0.11021

For the frontier orbital gap, the calculation gives 10.0 eV. Its structure (SMILES) is C[C@H]1COC(=O)O1.C[C@H]1COC(=O)O1.C[C@H]1COC(=O)O1.C[C@H]1COC(=O)O1.COC(=O)OC.CCCC#N.CCCC#N.CCCC#N. Its energy is -68151.5627 eV. As for the LUMO energy: -0.0081 Ha. The value obtained for the relative energy (zero: lowest compared OMol25 entry of this formula, charge and spin) is 87.45 kJ/mol.

Mulliken population analysis, charges in e, atoms 1 to 8: C -0.496; C -0.183; C 0.255; O -0.423; C 0.317; O -0.612; O 0.319; H 0.463

Formula: C6H4Br4O2
Source: OMol25
Level of theory: ωB97M-V/def2-TZVPD

CARTESIAN COORDINATES (ANGSTROEM)
C1 -0.79590 1.10209 0.58276
C2 -2.13807 1.13501 0.46786
C3 -2.95569 -0.06154 0.04632
C4 -2.33926 -1.24847 -0.03980
C5 0.11595 0.00194 0.40905
C6 -0.61624 -1.36986 0.66521
O1 0.73029 -0.09589 -0.86222
O2 -0.05088 -2.51851 0.25830
Br1 -3.05354 2.81049 0.74817
Br2 -4.87105 0.04352 -0.46979
Br3 -2.84826 -2.83126 -0.85016
Br4 -1.08340 -1.37748 2.61152
H1 -0.13276 1.98819 0.85213
H2 1.08068 0.07378 0.96026
H3 0.01235 0.03750 -1.49532
H4 0.70930 -2.35189 -0.26102

For the frontier orbital gap, the calculation gives 8.6 eV. Its structure (SMILES) is O[C@H]1C=C(Br)C(Br)=C(Br)[C@]1(O)Br. Its energy is -290548.9542 eV. As for the LUMO energy: -0.0205 Ha. The value obtained for the relative energy (zero: lowest compared OMol25 entry of this formula, charge and spin) is 153.27 kJ/mol.

natural (NBO) population analysis, charges in e, atoms 1 to 8: C -0.254; C -0.064; C -0.195; C -0.145; C -0.029; C 0.301; O -0.701; O -0.692

Formula: C3H5ClFN3
Source: OMol25
Level of theory: ωB97M-V/def2-TZVPD

CARTESIAN COORDINATES (ANGSTROEM)
C1 -1.62878 1.62836 1.00154
C2 -1.06489 0.40996 -0.68416
C3 1.02624 -0.52675 0.28519
N1 -0.34458 1.27836 1.19293
N2 -2.11715 1.05707 -0.13431
N3 -0.02951 0.46988 0.17574
F1 -3.38100 1.00416 -0.47494
Cl1 -1.99416 -2.15197 -0.26045
H1 -2.11169 2.20520 1.75332
H2 -1.08422 -0.05257 -1.62618
H3 1.95089 -0.00467 0.76969
H4 0.65816 -1.29442 0.86188
H5 1.30908 -0.81742 -0.73202

For the frontier orbital gap (alpha / beta), the calculation gives 6.2 / 6.2 eV. As for the multiplicity: 3. Its energy is -22894.8210 eV. As for the LUMO energy (alpha / beta): 0.0356 / -0.1314 Ha. The value obtained for the relative energy (zero: lowest compared OMol25 entry of this formula, charge and spin) is 0.00 kJ/mol.

natural (NBO) population analysis, charges in e, atoms 1 to 8: C 0.132; C -0.102; C -0.402; N -0.245; N 0.030; N -0.178; F -0.160; Cl -0.175

Formula: C5H8N
Source: OMol25
Level of theory: ωB97M-V/def2-TZVPD

CARTESIAN COORDINATES (ANGSTROEM)
C1 -0.83450 -1.85169 -0.81920
C2 -0.66673 -0.64279 -1.55953
C3 -0.99235 0.48491 -0.51082
C4 0.42198 0.55372 -0.02994
C5 -0.32569 -0.73275 0.02385
N1 0.91275 1.03540 1.36840
H1 -1.85494 -2.02272 -0.40804
H2 -0.15181 -2.78994 -1.16519
H3 0.04963 -0.34066 -2.21917
H4 -1.81305 1.12664 -0.24979
H5 1.25316 0.81451 -0.52332
H6 1.63273 0.44047 1.73954
H7 0.12480 1.01299 1.95635
H8 1.26754 1.94191 1.35867

For the frontier orbital gap, the calculation gives 9.7 eV. Its charge is +1. Its structure (SMILES) is [NH3+][C@@H]1[C@H]2[C@@H]3C[C@@]213. Its energy is -6792.1539 eV. As for the LUMO energy: -0.1325 Ha. The value obtained for the relative energy (zero: lowest compared OMol25 entry of this formula, charge and spin) is 572.59 kJ/mol.

natural (NBO) population analysis, charges in e, atoms 1 to 8: C -0.370; C -0.108; C -0.235; C -0.059; C -0.080; N -0.659; H 0.261; H 0.279

> Which of these has the highest energy?

C5H8N

> Look up the energy of the second one.

-52612.1172 eV